1.
Molecular formula: C30H27BrN3O17
Method: DFT, ωB97M-V/def2-TZVPD

Last column: Löwdin charge in e.
Element x y z (Å)
N  -2.58600  -1.86253  3.78955  0.155
C  -2.05698  -1.97497  5.03143  -0.251
N  -2.77243  -2.48748  6.19548  0.090
C  -2.24892  -3.91207  6.39211  -0.168
C  -0.85024  -4.16286  5.68634  -0.298
C  -0.10708  -5.45587  6.33896  -0.092
C  -0.21424  -6.64945  5.25562  -0.192
O  -1.31423  -7.19889  5.01683  0.007
C  0.00818  -2.81513  5.92538  -0.553
Br  0.08781  -2.33340  7.88109  0.781
N  -0.65231  -1.61479  5.26443  0.090
H  -3.21071  -1.11772  3.45265  0.113
H  -2.39772  -2.64492  3.13988  0.144
H  -3.74266  -2.63923  5.85628  0.142
H  -2.13693  -4.11607  7.51706  0.114
H  -3.04465  -4.64160  6.02171  0.151
H  -0.93641  -4.42163  4.56612  0.153
H  0.99182  -5.27101  6.55404  0.122
H  -0.71399  -5.80233  7.23254  0.130
H  0.67391  -7.01150  4.63028  0.138
H  1.08691  -2.95728  5.60913  0.118
H  -0.23872  -1.62440  4.30691  0.149
C  1.91171  0.85917  7.61309  0.059
C  2.68574  0.74065  6.53388  -0.219
C  3.72362  1.75846  6.20483  -0.313
O  4.42350  1.60422  5.21951  0.115
C  3.85446  2.91825  7.09110  0.083
C  3.07737  3.03991  8.17058  -0.221
C  2.05815  2.00763  8.51403  -0.305
O  1.37927  2.14114  9.51551  0.123
O  3.18449  4.10918  8.99972  0.107
O  2.56172  -0.31903  5.68369  0.059
H  1.15755  0.12542  7.86206  0.045
H  4.59919  3.65840  6.83148  0.141
H  2.51983  3.96312  9.70034  0.120
H  3.23308  -0.17156  4.98864  0.114
C  -2.03078  1.86306  -1.20507  0.100
C  -2.53584  1.70133  0.01979  -0.218
C  -2.35090  0.42914  0.77502  -0.300
O  -2.81235  0.32413  1.90407  0.058
C  -1.61866  -0.65736  0.12251  0.067
C  -1.11573  -0.49774  -1.10487  -0.205
C  -1.27677  0.78394  -1.84915  -0.287
O  -0.78962  0.89800  -2.95584  0.105
O  -0.43876  -1.49442  -1.72255  0.119
O  -3.23937  2.69198  0.62946  0.106
H  -2.15591  2.78160  -1.76265  0.147
H  -1.50682  -1.58110  0.67370  0.120
H  -0.17966  -1.13241  -2.59326  0.124
H  -3.49394  2.33369  1.50025  0.114
C  -0.73866  -0.10775  -7.94669  0.089
C  -0.95004  0.11412  -6.64798  -0.207
C  -1.94861  -0.67832  -5.87617  -0.299
O  -2.09887  -0.45751  -4.68593  0.093
C  -2.71946  -1.69850  -6.59245  0.077
C  -2.51079  -1.91887  -7.89306  -0.220
C  -1.49197  -1.14430  -8.65895  -0.305
O  -1.31643  -1.38525  -9.83931  0.124
O  -3.21782  -2.85798  -8.57164  0.103
O  -0.25938  1.07456  -5.97400  0.085
H  -0.01497  0.45948  -8.51740  0.118
H  -3.45342  -2.25442  -6.02486  0.135
H  -2.88161  -2.82409  -9.48839  0.120
H  -0.58948  1.03863  -5.05350  0.084
C  3.54361  5.11595  -8.90969  0.080
C  3.33255  5.33812  -7.61024  -0.223
C  2.33328  4.54483  -6.83799  -0.309
O  2.18088  4.76259  -5.64860  0.110
C  1.56298  3.52499  -7.55600  0.082
C  1.77165  3.30569  -8.85542  -0.214
C  2.78950  4.07932  -9.62126  -0.312
O  2.96426  3.83786  -10.80232  0.117
O  1.06175  2.36461  -9.53459  0.083
O  4.02097  6.29648  -6.93647  0.097
H  4.26682  5.68264  -9.48066  0.139
H  0.82880  2.96834  -6.98890  0.114
H  1.39642  2.39736  -10.45215  0.121
H  3.68907  6.25779  -6.01904  0.116

Molar mass   781.5 g mol⁻¹
LUMO energy   -5.18 eV
HOMO   -10.859 eV
Total charge   +1
F_max   5.706 eV/A
Electronic energy   -140856.5008 eV
Frontier orbital gap   5.68 eV

***

2.
Molecular formula: C30H27F6I2NO9P2S6Zr
Method: DFT, ωB97M-V/def2-TZVPD

Last column: Löwdin charge in e.
Element x y z (Å)
Zr  -0.17241  1.63062  -1.21750  1.378
S  4.50769  1.59276  -2.13571  0.525
C  2.90084  1.54488  -1.82105  -1.746
S  2.24763  1.42894  -0.20564  0.526
S  1.67803  1.67311  -3.05508  0.400
F  -2.87870  5.35496  0.15286  0.167
C  -2.51294  4.98148  1.36487  -0.672
F  -3.53847  4.41242  1.98484  0.160
F  -2.11416  6.04099  2.05882  0.155
S  -1.11818  3.75072  1.28568  0.638
O  -1.39907  3.08210  -0.00659  -0.473
O  -1.20457  2.99007  2.48555  -0.243
N  0.22358  4.53986  1.18314  -0.262
S  0.63060  5.00991  -0.28219  0.631
O  0.82043  3.87272  -1.18407  -0.549
O  -0.11562  6.11602  -0.79389  -0.241
C  2.33910  5.60980  0.05317  -0.689
F  2.28128  6.69680  0.81372  0.157
F  2.89243  5.91358  -1.11370  0.165
F  3.05664  4.68238  0.66120  0.153
I  -1.26792  3.51007  -3.63989  1.012
C  -2.39506  2.18976  -4.85058  -1.097
I  -1.59857  0.23503  -5.04676  0.825
H  -2.42885  2.62971  -5.83923  -0.039
H  -3.38026  2.11939  -4.40406  -0.049
O  -0.60219  0.61413  0.70663  -0.474
P  -0.42501  -0.62136  1.54713  0.810
C  0.00813  -2.09270  0.54653  -0.269
P  0.89062  -1.73265  -1.00265  0.784
O  0.27163  -0.49698  -1.59725  -0.546
C  0.52581  -3.07028  -2.14070  -0.271
C  0.41674  -4.39425  -1.72855  -0.071
C  0.16235  -5.38830  -2.66089  -0.073
C  0.03430  -5.06169  -4.00384  -0.070
C  0.15961  -3.74283  -4.41867  -0.062
C  0.39918  -2.74278  -3.48904  -0.085
C  2.65270  -1.81129  -0.72018  -0.303
C  3.20077  -1.93119  0.55590  -0.082
C  4.56820  -2.07299  0.70777  -0.059
C  5.39336  -2.09382  -0.40900  -0.061
C  4.85352  -1.96395  -1.67830  -0.080
C  3.48482  -1.82597  -1.83862  -0.082
C  0.83057  -0.39696  2.80323  -0.280
C  1.45394  0.83545  2.94557  -0.087
C  2.45003  0.99284  3.89964  -0.044
C  2.81122  -0.07092  4.70934  -0.064
C  2.16594  -1.29818  4.58994  -0.073
C  1.17176  -1.46069  3.64272  -0.095
C  -1.95924  -1.05259  2.35786  -0.262
C  -2.26847  -2.35851  2.73747  -0.089
C  -3.45524  -2.61945  3.40059  -0.077
C  -4.33452  -1.57926  3.67765  -0.067
C  -4.03158  -0.28309  3.29141  -0.048
C  -2.84206  -0.01127  2.63246  -0.056
H  -0.94931  -2.49872  0.20584  0.087
H  0.50197  -2.84369  1.16361  0.072
H  0.53751  -4.65925  -0.68425  0.108
H  0.06802  -6.41730  -2.34054  0.107
H  -0.16161  -5.83893  -4.73071  0.108
H  0.06994  -3.49248  -5.46776  0.110
H  0.49060  -1.70808  -3.79678  0.062
H  2.57622  -1.88539  1.43884  0.080
H  4.99005  -2.15354  1.70093  0.108
H  6.46352  -2.19652  -0.28682  0.110
H  5.49680  -1.94551  -2.54704  0.113
H  3.07096  -1.70886  -2.83392  0.117
H  1.16093  1.66916  2.32282  0.063
H  2.94328  1.94994  4.00108  0.116
H  3.59170  0.05514  5.44844  0.108
H  2.43698  -2.12085  5.23828  0.107
H  0.65839  -2.41355  3.56304  0.104
H  -1.59511  -3.17766  2.51302  0.098
H  -3.69888  -3.63185  3.69382  0.105
H  -5.26479  -1.78565  4.19066  0.107
H  -4.72562  0.52269  3.48780  0.116
H  -2.61438  0.99599  2.30742  0.087
C  -4.34506  -0.28651  -2.13506  -0.138
S  -3.60770  1.13277  -1.38677  0.418
O  -3.89156  1.07975  0.02248  -0.294
O  -4.04735  2.28964  -2.12351  -0.345
O  -2.12529  0.87197  -1.64684  -0.592
H  -5.41652  -0.22996  -1.95909  0.072
H  -3.92678  -1.17638  -1.67082  0.068
H  -4.12723  -0.27296  -3.20018  0.024

Molar mass   1258.9 g mol⁻¹
LUMO energy   -0.31 eV
HOMO   -7.366 eV
Total charge   0
Energy relative to the best compared isomer or geometry (same formula, charge and spin)   21.6 kcal/mol
F_max   0.991 eV/A
Electronic energy   -168848.6036 eV
Frontier orbital gap   7.06 eV

***

Look up the HOMO of the first one.
-10.859 eV

***

The lowest LUMO energy belongs to which entry?
C30H27BrN3O17